# C23H52O3P4PrS

A molecular structure, C23H52O3P4PrS in a non-equilibrium geometry (the ωB97M-V functional and the def2-TZVPD basis, OMol25).

Orbital gap (alpha / beta) in eV: 2.6 / 2.7
Multiplicity: 3
Charge: +3
Relative energy (zero: lowest compared OMol25 entry of this formula, charge and spin) in kcal/mol: 87.68
E_LUMO (alpha / beta) in Ha: -0.4041 / -0.4029
HOMO (alpha / beta) in hartree: -0.501 / -0.501

Each line ends with the Mulliken charge.
Geometry (Å):
Pr  0.57391  0.11552  0.15765  -0.873
S  -5.01469  -3.10882  -2.16160  -0.241
P  2.01401  -2.10348  -0.17143  1.044
P  0.49276  0.25291  2.83114  0.887
P  -1.51876  -1.94422  0.63584  1.031
P  2.60804  1.93314  -0.39326  1.048
O  0.93778  2.68283  -0.73107  -0.297
O  3.35567  3.22594  -1.02812  -0.405
O  4.11738  1.21398  0.07056  -0.584
C  -7.30177  -1.32299  -5.67863  -0.523
C  -5.88630  -2.45598  -3.53554  0.959
C  5.91568  1.04676  1.51320  -1.524
C  4.29911  4.06324  -0.22111  0.099
C  -6.63129  -2.54270  -5.84114  -0.505
C  3.70486  -1.57447  0.16329  -1.155
C  1.47693  1.74024  3.22280  -1.167
C  -6.55903  -1.23351  -3.37036  -0.540
C  -5.92591  -3.11087  -4.77734  -0.483
C  1.22049  -1.06735  3.82962  -1.276
C  -1.22091  0.61868  -1.39354  -0.677
C  -1.45863  -2.99038  2.13718  -1.355
C  -3.21445  -1.25604  0.67277  -1.392
C  -1.56532  -3.10144  -0.77713  -1.094
C  0.78899  4.09554  -0.86247  -0.261
C  -1.51290  1.28641  -0.26098  0.086
C  -1.14701  0.60739  3.47194  -1.188
C  1.94246  -2.60590  -1.89983  -1.274
C  4.45124  1.34907  1.47703  0.051
C  0.22663  4.69398  0.39900  -1.232
C  -7.26080  -0.67328  -4.43827  -0.464
C  3.55804  4.80009  0.85504  -0.878
C  1.78682  -3.55377  0.84030  -1.376
H  2.63440  -4.14326  0.49813  0.604
H  0.85629  4.50883  1.27489  0.129
H  1.27782  1.84720  4.28777  0.753
H  -2.32964  1.00094  0.43083  0.308
H  2.16794  -1.75192  -2.54673  0.418
H  -0.48187  -3.47773  2.21366  0.281
H  1.11740  2.60365  2.64665  0.170
H  4.73132  4.78549  -0.93554  0.428
H  -1.64489  -2.52716  -1.70814  0.307
H  -6.65991  -3.05357  -6.80597  0.359
H  6.10280  0.06018  1.07316  0.290
H  2.53709  1.55261  3.02408  0.214
H  0.15963  5.76862  0.23597  0.429
H  3.80434  -1.30154  1.21856  0.220
H  -1.56537  1.47286  2.94444  0.330
H  0.09798  4.20230  -1.72319  0.325
H  1.14967  -0.65696  4.83656  0.558
H  -3.32239  -0.59980  1.54267  0.294
H  -6.52333  -0.73414  -2.40362  0.327
H  -4.55046  -4.23383  -2.75998  0.155
H  -7.85233  -0.88039  -6.51013  0.380
H  0.95124  -3.01291  -2.12008  0.348
H  -7.77766  0.27671  -4.29533  0.358
H  -1.77208  -0.28576  -1.72982  0.487
H  0.83538  -4.03934  0.61902  0.434
H  1.86503  -3.29190  1.89973  0.311
H  4.22476  2.35274  1.87031  0.689
H  4.23858  -2.48953  -0.06851  0.623
H  -0.94475  0.83039  4.51876  0.575
H  -1.05377  2.29177  -0.03680  -0.311
H  6.20155  1.04670  2.56047  0.444
H  -3.41377  -0.70697  -0.25191  0.373
H  3.87748  0.58307  2.00432  0.106
H  6.49236  1.80597  0.96864  0.331
H  -0.77753  4.31157  0.59243  0.514
H  -5.40537  -4.05909  -4.90553  0.246
H  5.13717  3.47467  0.19062  -0.023
H  -1.80562  -0.26014  3.35689  0.273
H  1.75218  4.50896  -1.15861  0.396
H  -0.48802  1.02511  -2.16179  0.399
H  3.05350  4.15032  1.57905  0.061
H  -3.83755  -2.14815  0.75041  0.571
H  -1.65218  -2.35511  3.00852  0.414
H  -2.46419  -3.69686  -0.60645  0.411
H  2.83601  5.49602  0.42476  0.360
H  3.99247  -0.73300  -0.46909  0.407
H  4.28161  5.40023  1.41251  0.459
H  -0.66410  -3.72315  -0.79176  0.309
H  0.63535  -1.98477  3.70607  0.304
H  -2.26422  -3.70631  1.96279  0.560
H  2.26087  -1.22406  3.51657  0.329
H  2.72576  -3.36009  -1.91580  0.519

Atomic forces in eV per Å
Pr 1.0855 0.1175 0.3066
S 0.4650 -0.4999 0.2393
P -0.3961 0.1667 -0.0863
P 0.3724 -0.1617 0.1638
P 0.5596 0.4577 0.1057
P 3.3426 2.1300 -2.4670
O 2.5800 -1.6412 1.3878
O -1.0297 -1.1549 1.3846
O -2.7465 2.0322 0.2042
C 0.1905 -0.1241 0.2881
C -0.6096 0.5243 -1.0810
C 0.2708 0.0233 0.5840
C 0.9279 0.1546 -0.4116
C -0.0830 0.2317 0.1562
C -0.3560 -0.4909 -0.2812
C -0.3553 -0.4510 -0.0477
C 0.2218 -0.3810 -0.2032
C -0.0745 0.3075 0.2320
C -0.2328 0.3780 -0.2047
C -1.7209 0.8949 -1.7035
C -0.1276 0.3124 -0.7355
C 0.5989 -0.4361 0.0476
C -0.0205 0.2475 0.4828
C -0.8084 0.3672 -1.1455
C -2.1674 1.9060 -0.8727
C 0.1383 -0.0437 0.0302
C 0.1769 -0.0478 0.5117
C 0.6751 -0.4778 -0.6495
C -0.1830 0.0623 -0.1227
C 0.0889 -0.1886 -0.1279
C -0.0330 0.4691 0.0440
C 0.2091 -0.0965 -0.2450
H -0.0533 -0.7730 0.5144
H -0.0544 0.0473 -0.1815
H 0.3774 0.6320 0.1530
H 0.6492 -0.1321 -0.5785
H 0.0956 -0.3115 -0.0569
H -0.4105 -0.0355 0.1480
H 0.0778 -0.0885 0.3281
H -0.3284 -0.5438 0.1184
H -0.1490 -0.3607 0.1059
H 0.0139 0.1418 0.3429
H 0.0557 0.2526 0.1322
H -0.3553 0.1740 0.2909
H -0.1315 0.0839 0.2263
H 0.1625 -0.2074 -0.1914
H -0.0121 -0.1011 0.3224
H 0.2449 0.3323 0.4852
H 0.3038 -0.5688 0.3450
H -0.2236 -0.2115 -0.1169
H -0.1083 -0.0268 -0.1664
H -0.1839 0.3425 0.1844
H 0.1744 -0.1676 0.2672
H 0.3400 -0.0714 -0.1564
H 0.1193 -0.2929 -0.0735
H 0.3388 0.6223 0.4070
H 0.3105 -0.1291 0.0980
H 0.0953 -0.2464 -0.1841
H 0.0173 -0.3518 -0.1141
H 0.8373 0.0572 0.1396
H -0.6635 0.1488 0.2164
H -0.3761 -1.2874 -0.3392
H 0.5090 -0.0805 0.0879
H -0.2557 -0.2592 0.1640
H 0.0546 0.1026 0.3643
H -0.1412 -0.2666 0.1818
H -0.0312 0.1598 0.0902
H -0.1505 0.1829 -0.0314
H -0.5753 -0.0754 -0.4861
H 0.1024 0.2919 0.2115
H -0.3969 0.1017 0.0738
H -0.7290 -0.3439 1.0495
H 0.0313 -0.0755 -0.0868
H -0.5056 0.3630 -0.0164
H -0.0590 -0.4166 -0.0836
H 0.1153 -0.2295 -0.4660
H 0.0401 -0.0784 0.1726
H 0.1498 -0.5033 0.1212
H -0.0126 -0.0427 -0.0060
H -0.3636 0.0033 -0.0617
H 0.1999 0.1775 0.2695
H 0.1229 -0.2450 0.5925
H -0.2154 -0.0063 0.3041
H -0.0118 -0.2750 -0.8951



# C23H52O3P4SSn

A molecular structure, C23H52O3P4SSn in a non-equilibrium geometry (the ωB97M-V functional and the def2-TZVPD basis, OMol25).

Orbital gap (alpha / beta) in eV: 4.6 / 4.4
Charge: +4
Relative energy (zero: lowest compared OMol25 entry of this formula, charge and spin) in kcal/mol: 0.00
E_LUMO (alpha / beta) in Ha: -0.5464 / -0.5538
HOMO (alpha / beta) in hartree: -0.716 / -0.716

Each line ends with the Mulliken charge.
Geometry (Å):
Sn  -0.50276  0.21465  -0.46390  0.665
S  -1.08705  -0.30974  -3.17083  0.002
P  -2.16965  2.13265  -0.14003  0.985
P  -2.33723  -1.51999  0.59994  0.615
P  0.86387  0.28785  1.97155  -0.006
P  1.41675  2.02993  -1.38099  0.909
O  0.78935  1.69825  2.79361  -0.418
O  0.49602  -0.83064  3.08483  -0.214
O  2.45579  0.15380  1.77376  -0.095
C  -0.54189  1.28495  4.91268  -0.952
C  -0.12812  -4.50134  -2.29148  -0.613
C  1.00855  2.79984  -2.92104  -1.296
C  3.51675  0.40859  2.84800  -0.223
C  0.98842  -2.57432  4.65543  -1.305
C  1.22500  -2.13403  3.24634  0.229
C  -2.85319  -1.29859  2.35583  -0.786
C  2.04015  3.29517  -0.24844  -0.925
C  0.97248  -1.91181  -4.26619  -0.493
C  -1.38771  3.77118  0.14371  -1.144
C  -0.18963  -0.28615  -5.64985  -0.422
C  2.90263  0.97613  -1.70024  -1.147
C  -0.01180  -0.88016  -4.39750  0.782
C  -0.25873  2.26451  3.82734  0.014
C  1.11802  -2.01810  -6.67678  -0.268
C  0.98206  -4.44448  -1.51165  -0.569
C  0.29882  -0.89710  -6.80711  -0.760
C  4.05755  1.79146  2.69418  -1.124
C  -3.91172  -1.57221  -0.29744  -1.254
C  -3.40044  2.01741  1.21450  -1.154
C  1.47452  -2.52226  -5.42171  -0.558
C  -3.19181  2.37941  -1.64564  -1.221
C  -1.76837  -3.24208  0.61209  -0.529
H  -1.12739  2.56682  3.23027  0.005
H  -1.09214  -4.85241  -1.92165  0.404
H  1.98276  2.97556  0.80496  -0.079
H  0.77148  -2.86016  2.52342  -0.039
H  -0.04894  -2.79422  4.88109  0.300
H  0.37985  0.85835  5.31096  0.232
H  -2.55095  2.57183  -2.52131  0.338
H  4.39421  1.97812  1.67130  0.265
H  -0.07631  -4.21637  -3.33877  0.297
H  -3.84919  3.24745  -1.46329  0.484
H  0.06690  2.46708  -3.35316  0.249
H  2.28531  -2.03416  3.00647  0.388
H  -3.80336  1.48373  -1.84194  0.363
H  -3.49358  -2.15631  2.64469  0.565
H  0.94667  -4.70767  -0.45635  0.349
H  -2.20248  4.47052  0.40327  0.595
H  1.47190  -2.57566  -7.55330  0.449
H  1.25299  -2.29057  -3.23933  0.386
H  1.52941  -3.48983  4.87715  0.473
H  3.30153  2.52173  2.99493  0.211
H  -2.90555  1.83341  2.18295  0.234
H  -4.54924  -2.35808  0.13287  0.500
H  -1.22888  -3.44861  -0.31391  -0.559
H  0.96827  3.86037  -2.72590  0.515
H  -0.67297  3.72156  0.98378  0.231
H  1.32361  -1.81185  5.37565  0.300
H  1.45113  4.20938  -0.37198  0.489
H  -3.91094  2.99579  1.25622  0.601
H  -4.43683  -0.61049  -0.24739  0.324
H  1.79007  2.58323  -3.64415  0.497
H  -4.14592  1.22717  1.02511  0.424
H  -2.64007  -3.91320  0.68601  0.601
H  -1.20920  0.50335  4.57226  0.153
H  4.92539  1.91945  3.35177  0.466
H  2.70016  0.27239  -2.53327  0.286
H  -3.42120  -0.35555  2.48670  0.361
H  3.05281  0.24116  3.82258  0.301
H  1.97928  -4.24448  -1.93057  0.334
H  3.09032  3.50044  -0.49840  0.503
H  -3.73121  -1.80028  -1.35668  0.384
H  0.24772  3.18077  4.15764  0.356
H  0.08988  -0.48813  -7.77273  0.505
H  2.17046  -3.35802  -5.38809  0.499
H  -1.04040  1.80464  5.72202  0.535
H  0.63622  -0.92245  -1.22328  -0.016
H  -0.81351  0.59964  -5.72531  0.487
H  -1.08991  -3.44966  1.45649  0.320
H  -0.86858  4.14178  -0.75723  0.409
H  -1.94498  -1.27710  2.99171  -0.133
H  3.72321  1.66679  -1.99407  0.541
H  4.27879  -0.35283  2.66767  0.429
H  3.17678  0.40274  -0.79091  0.163

Atomic forces in eV per Å
Sn 1.6818 -0.0731 1.7679
S 0.5421 -0.7879 -1.4437
P -1.2971 1.6415 -0.3288
P -0.5803 -0.8370 0.9063
P 2.4302 0.6715 3.3586
P 0.6856 -1.4585 1.1397
O -1.4171 -1.0039 -0.6056
O 0.1734 0.5386 -1.5857
O -1.4783 0.1368 -0.6793
C 0.0512 -0.0133 0.0384
C 1.3476 0.2530 0.8824
C -0.1513 0.1794 -0.6973
C -0.3132 -0.2521 -0.1024
C 0.1380 0.2794 0.8166
C -0.7536 -0.6939 -0.6183
C 0.3386 0.6896 0.0602
C -0.0531 0.2388 0.3009
C 0.8878 -2.1149 0.3415
C 0.4079 -0.2678 0.0696
C -0.4859 0.3335 -2.5039
C -0.3476 -0.0491 -0.0329
C 0.0399 0.4297 1.5209
C 1.0231 0.0236 -1.1560
C 0.0394 -1.0310 -0.7162
C -1.0459 -0.1823 -0.9678
C -0.5266 1.1696 1.3967
C -0.0398 0.3779 0.1117
C 0.0165 0.2586 -0.5995
C 0.1967 -0.3954 0.1706
C -0.0423 0.6477 2.0389
C 0.2324 -0.3059 0.0137
C 0.4188 -0.1602 -0.1548
H 0.1568 -0.1868 0.1508
H 0.2569 0.1193 -0.0807
H 0.0437 0.0367 -0.4142
H 0.3920 0.6712 0.4745
H -0.2793 0.0981 -0.1897
H -0.1213 0.0246 -0.0296
H -0.2568 0.0162 0.3177
H -0.0312 -0.0193 0.1044
H -0.0818 -0.3444 0.0559
H 0.2244 -0.3287 -0.1083
H -0.0871 0.0268 0.0940
H -0.2150 0.3313 0.0157
H 0.1254 0.3590 0.0576
H 0.3345 0.3950 -0.2667
H 0.0516 -0.0907 -0.2004
H 0.2973 -0.2724 -0.1515
H -0.0859 0.4852 0.1716
H -0.3921 0.4338 -1.3490
H 0.2499 -0.0799 -0.1407
H 0.1861 0.0400 -0.1414
H -0.2457 0.1042 -0.3782
H 0.1865 0.2306 -0.0536
H -0.0818 -0.1067 0.0922
H -0.0592 0.4741 -0.3147
H -0.2945 0.0518 -0.3136
H -0.0014 -0.2412 -0.2691
H 0.2120 -0.0644 0.0857
H 0.1659 -0.3689 -0.0706
H 0.0451 -0.2450 0.0500
H 0.1538 0.2031 -0.1292
H 0.3038 0.3887 0.0545
H 0.2382 0.3000 0.0087
H -0.0111 -0.2819 0.0253
H -0.1459 -0.0864 -0.0774
H 0.1634 0.3585 0.4216
H 0.3034 -0.6719 0.0352
H -0.0187 -0.0024 -0.1491
H -0.5114 0.0882 0.2081
H -0.2688 0.0539 0.0498
H -0.1111 -0.0488 0.2224
H -0.0120 -0.4364 -0.0790
H -0.1605 0.2077 -0.3989
H -0.1462 0.1675 0.2687
H -0.1129 0.1976 0.2145
H -0.5506 0.0249 0.1411
H 0.0490 -0.1010 -0.1113
H -0.3145 0.2257 -0.2821
H -0.2959 -0.2050 0.3527
H -0.5539 -0.0454 -0.2553
H -0.4077 -0.5118 0.1656
H -0.3140 -0.0144 -0.1366
H -0.0905 0.3976 -0.4901